Entry 1:
{"formula": "C4H7F", "method": "ωB97M-V with the def2-TZVPD basis set", "charge": 0, "elements": ["C", "C", "C", "C", "H", "H", "H", "H", "H", "H", "H", "F"], "coordinates": [[-0.9122, 0.0031, 0.1522], [0.0086, -1.0582, -0.1368], [1.0863, -0.0922, -0.2551], [-0.0145, 1.1040, -0.1959], [-1.2306, 0.1619, 1.1327], [-0.3251, -1.5722, -1.0838], [0.3127, -1.7909, 0.9740], [1.9830, -0.2989, -0.6886], [1.3831, 0.2967, 0.7344], [-0.2995, 1.4889, -1.0444], [0.2528, 1.8338, 0.6511], [-2.2445, -0.0760, -0.2400]], "atomic_forces_ev_per_a": [[-3.3680, 0.8527, 3.2237], [0.6419, -5.1421, 2.4799], [-0.7951, 3.6363, 3.0677], [3.0400, -0.5025, 2.3331], [1.0379, -0.4098, 2.6399], [0.7418, -0.0484, 1.1461], [-1.5265, 1.3060, -3.8851], [2.1567, 0.0324, -2.3569], [0.6878, -1.7252, 0.2127], [-1.1641, 2.8122, -4.6787], [-0.8623, -0.7834, -1.6998], [-0.5900, -0.0282, -2.4826]]}

Entry 2:
{"formula": "C4H7F2N", "method": "ωB97M-V with the def2-TZVPD basis set", "charge": 0, "elements": ["C", "C", "C", "C", "N", "F", "F", "H", "H", "H", "H", "H", "H", "H"], "coordinates": [[-0.7109, 2.1335, -0.1972], [0.0291, 1.3368, -1.0216], [0.7700, -1.0447, 0.1604], [-0.1926, -0.0677, -1.2199], [-0.0014, -2.0750, 0.4829], [-1.5034, -0.5111, -1.1723], [0.3432, -0.6364, -2.3687], [-0.4116, 3.1013, 0.2166], [-1.6570, 1.7979, 0.1044], [1.0153, 1.5470, -1.4116], [0.8046, -0.0789, 0.8350], [1.7786, -1.3729, -0.1504], [-0.8744, -1.7334, 0.9178], [-0.0577, -2.8834, -0.1363]], "atomic_forces_ev_per_a": [[1.9493, -0.4796, -1.3118], [-0.5487, 1.4616, 1.0456], [0.4750, 5.2227, -1.9197], [1.0204, -3.4615, 0.8002], [-2.4128, -1.5906, 2.2664], [0.9870, 0.5342, 0.2682], [-0.4591, 0.8712, 0.0807], [0.1561, -0.3422, -0.6281], [-1.1783, -0.5528, 0.4821], [0.1536, 0.7006, 0.1790], [0.0082, -2.5425, -0.4967], [-0.5297, 0.6759, -0.4127], [0.5045, -1.1615, -0.6762], [-0.1257, 0.6645, 0.3231]]}

| no. | electronic energy (Ha) |
| --- | --- |
| 1 | -256.325128 |
| 2 | -411.010952 |